[1]
ORCA calculation (ωB97M-V with the def2-TZVPD basis set) on C10H3Cl3F3N2O8PtS as an isolated structure.

Element x y z (Å)
1 Pt -0.78 0.93 0.21
2 O 5.01 2.02 0.90
3 C 3.68 1.75 0.79
4 C 3.06 0.77 1.56
5 C 1.71 0.57 1.38
6 N 1.07 1.31 0.50
7 C 1.61 2.26 -0.26
8 C 2.96 2.52 -0.14
9 C 0.58 2.96 -1.18
10 O 0.97 3.84 -1.91
11 O -0.64 2.51 -1.06
12 C 0.81 -0.45 2.10
13 O 1.31 -1.17 2.94
14 O -0.44 -0.43 1.72
15 H 5.40 1.43 1.55
16 H 3.61 0.17 2.27
17 H 3.43 3.28 -0.74
18 F -4.74 -1.56 -0.32
19 C -4.11 -1.25 -1.46
20 F -3.14 -2.15 -1.66
21 F -4.99 -1.38 -2.46
22 S -3.44 0.47 -1.44
23 O -4.62 1.29 -1.45
24 O -2.53 0.51 -2.55
25 O -2.77 0.47 -0.10
26 Cl 0.51 -4.37 1.49
27 C -0.68 -3.71 0.35
28 Cl -2.09 -3.13 1.22
29 Cl -1.16 -4.99 -0.80
30 C -0.04 -2.64 -0.41
31 N 0.45 -1.81 -1.03

Computed properties:
**Charge**: -1
**LUMO energy**: 2.15 eV
**Highest occupied orbital energy**: -6.246 eV
**Frontier orbital gap**: 8.395 eV

---

[2]
ORCA calculation (ωB97M-V with the def2-TZVPD basis set) on C10H3CoF3N2O7Se as an isolated structure at a distorted geometry.

Element x y z (Å)
1 Co 0.44 1.87 -0.05
2 O -2.50 -3.40 0.07
3 C -1.86 -2.20 0.01
4 C -1.46 -1.65 -1.21
5 C -0.81 -0.44 -1.19
6 N -0.59 0.18 -0.04
7 C -0.97 -0.31 1.12
8 C -1.63 -1.52 1.20
9 C -0.62 0.59 2.30
10 O -0.97 0.23 3.42
11 O -0.04 1.67 1.94
12 C -0.27 0.31 -2.40
13 O -0.50 -0.17 -3.51
14 O 0.31 1.40 -2.09
15 H -2.58 -3.74 -0.83
16 H -1.63 -2.15 -2.17
17 H -1.93 -1.92 2.16
18 F 1.95 -1.20 -0.94
19 C 2.71 -0.97 0.15
20 F 3.63 -1.94 0.18
21 F 1.92 -1.15 1.22
22 C 3.30 0.46 0.13
23 O 4.53 0.54 0.15
24 O 2.42 1.35 0.13
25 Se 0.53 4.26 -0.37
26 C -1.16 4.77 0.15
27 N -2.21 5.16 0.45

Computed properties:
**Charge**: -2
**Spin multiplicity**: 2
**LUMO energy (spin up / spin down)**: 4.32 / 4.32 eV
**Highest occupied orbital energy (spin up / spin down)**: -2.278 / -2.249 eV
**Frontier orbital gap (spin up / spin down)**: 6.599 / 6.570 eV

---

[3]
ORCA calculation (ωB97M-V with the def2-TZVPD basis set) on a 11-piece molecular cluster, C10H40F2N21O14S2 overall at a distorted geometry.

Element x y z (Å)
1 N 0.43 -0.05 0.67
2 S 0.47 0.65 -0.66
3 O 0.49 2.09 -0.57
4 O -0.16 0.08 -1.85
5 F 2.02 0.25 -0.99
6 S -1.29 0.06 0.59
7 O -1.97 -1.05 -0.08
8 O -2.01 1.34 0.48
9 F -1.56 -0.43 2.13
10 C 1.41 5.48 -3.39
11 O 2.38 5.87 -3.98
12 N 1.31 4.31 -2.89
13 N 0.34 6.11 -3.02
14 H 1.98 3.63 -3.20
15 H 0.50 4.02 -2.34
16 H 0.03 6.95 -3.48
17 H -0.11 5.86 -2.16
18 C 4.68 -2.39 -1.54
19 O 4.54 -2.32 -2.70
20 N 5.65 -2.82 -0.87
21 N 3.63 -2.01 -0.82
22 H 6.29 -3.40 -1.40
23 H 5.83 -2.77 0.12
24 H 2.99 -1.28 -1.08
25 H 3.77 -2.19 0.17
26 C -4.01 3.76 2.04
27 O -4.57 4.51 2.86
28 N -4.42 2.77 1.29
29 N -2.71 3.80 1.86
30 H -5.39 2.52 1.40
31 H -3.84 2.45 0.52
32 H -2.35 2.91 1.55
33 H -2.10 4.38 2.42
34 C -3.72 -2.82 2.20
35 O -4.07 -1.74 2.63
36 N -3.75 -3.07 0.93
37 N -3.07 -3.77 2.79
38 H -3.90 -2.31 0.28
39 H -3.19 -3.87 0.70
40 H -2.96 -4.62 2.24
41 H -2.81 -3.85 3.77
42 C -0.05 -2.78 5.12
43 O -1.05 -2.64 5.74
44 N -0.13 -2.85 3.85
45 N 1.19 -2.78 5.60
46 H 0.75 -2.97 3.38
47 H -0.85 -2.47 3.25
48 H 2.02 -2.93 5.05
49 H 1.23 -2.68 6.60
50 C -1.41 0.38 -5.75
51 O -0.71 0.08 -6.69
52 N -2.64 0.64 -5.86
53 N -0.99 0.26 -4.56
54 H -3.01 1.33 -5.21
55 H -3.07 0.55 -6.76
56 H -0.04 -0.05 -4.37
57 H -1.52 0.49 -3.74
58 C -0.18 5.63 0.23
59 O -0.94 5.34 -0.70
60 N 0.50 4.65 0.81
61 N 0.25 6.84 0.55
62 H 1.08 4.89 1.60
63 H 0.31 3.71 0.49
64 H 1.22 6.93 0.82
65 H -0.22 7.54 -0.01
66 C 0.48 -3.87 0.68
67 O 0.98 -4.92 0.81
68 N 1.14 -2.79 0.86
69 N -0.75 -3.69 0.46
70 H 0.64 -1.95 0.58
71 H 2.14 -2.76 0.79
72 H -1.11 -4.59 0.18
73 H -1.14 -2.82 0.12
74 C 0.36 -3.79 -3.18
75 O -0.39 -4.73 -3.25
76 N 0.00 -2.59 -3.02
77 N 1.69 -3.86 -3.24
78 H -0.98 -2.35 -3.05
79 H 0.63 -1.82 -2.83
80 H 2.03 -4.81 -3.26
81 H 2.16 -3.12 -2.74
82 C 2.20 0.05 3.52
83 O 2.81 0.05 4.48
84 N 1.24 0.80 3.23
85 N 2.51 -0.71 2.48
86 H 0.87 1.54 3.81
87 H 0.77 0.44 2.42
88 H 1.99 -0.39 1.67
89 H 3.22 -1.42 2.40

Computed properties:
**Charge**: -2
**Spin multiplicity**: 2
**LUMO energy (spin up / spin down)**: 3.74 / 3.73 eV
**Highest occupied orbital energy (spin up / spin down)**: -0.659 / -4.997 eV
**Frontier orbital gap (spin up / spin down)**: 4.397 / 8.729 eV

---

[4]
ORCA calculation (ωB97M-V with the def2-TZVPD basis set) on C10H40FeN20O14P as an isolated structure at a distorted geometry.

Element x y z (Å)
1 Fe -1.46 -2.21 -1.29
2 P -0.45 -0.51 -0.16
3 O 0.27 -1.89 -0.25
4 O 0.24 0.50 0.74
5 O -1.83 -1.09 0.31
6 O -0.72 -0.29 -1.71
7 C -1.00 3.59 1.57
8 O -1.32 4.76 1.65
9 N 0.24 3.11 1.95
10 N -1.67 2.57 0.96
11 H 0.82 3.76 2.45
12 H 0.50 2.19 1.63
13 H -1.17 1.69 1.00
14 H -2.38 2.80 0.28
15 C -0.59 0.15 4.64
16 O -1.00 -0.51 5.58
17 N -0.91 -0.17 3.34
18 N 0.30 1.19 4.76
19 H -0.48 0.32 2.55
20 H -1.31 -1.07 3.15
21 H 0.76 1.23 5.66
22 H 0.64 1.56 3.90
23 C -0.12 -2.59 -4.06
24 O -0.82 -2.90 -3.07
25 N -0.52 -3.02 -5.27
26 N 0.96 -1.81 -4.00
27 H 0.05 -2.86 -6.08
28 H -1.10 -3.85 -5.31
29 H 1.48 -1.60 -4.84
30 H 1.14 -1.21 -3.21
31 C -5.00 0.89 0.34
32 O -6.11 1.39 0.22
33 N -4.49 0.50 1.55
34 N -4.11 0.72 -0.70
35 H -3.62 0.02 1.63
36 H -5.18 0.46 2.28
37 H -3.25 0.26 -0.42
38 H -4.23 0.97 -1.66
39 C 2.57 -1.94 2.69
40 O 3.19 -2.39 3.65
41 N 1.85 -2.77 1.85
42 N 2.58 -0.62 2.34
43 H 1.21 -2.33 1.17
44 H 2.17 -3.71 1.76
45 H 3.03 0.03 2.96
46 H 1.89 -0.30 1.69
47 C 3.38 -2.25 -1.83
48 O 4.32 -2.43 -2.60
49 N 3.16 -1.04 -1.24
50 N 2.37 -3.15 -1.67
51 H 2.33 -0.95 -0.67
52 H 3.85 -0.32 -1.38
53 H 2.48 -3.98 -2.22
54 H 1.54 -2.90 -1.15
55 C -2.57 2.05 -3.98
56 O -3.35 2.68 -4.68
57 N -2.17 0.79 -4.30
58 N -2.05 2.52 -2.80
59 H -1.56 0.33 -3.65
60 H -2.68 0.28 -5.00
61 H -2.34 3.38 -2.38
62 H -1.53 1.84 -2.27
63 C -2.57 -3.71 2.50
64 O -2.84 -4.67 3.21
65 N -1.30 -3.34 2.16
66 N -3.52 -2.85 2.03
67 H -0.59 -3.97 2.48
68 H -1.14 -2.51 1.61
69 H -4.48 -3.10 2.19
70 H -3.32 -2.07 1.44
71 C 1.51 2.55 -2.56
72 O 2.14 3.35 -3.25
73 N 0.99 2.91 -1.36
74 N 1.35 1.24 -2.90
75 H 0.52 2.21 -0.82
76 H 1.04 3.86 -1.02
77 H 1.84 0.94 -3.72
78 H 0.94 0.54 -2.27
79 C 4.50 2.07 1.37
80 O 5.19 1.28 0.75
81 N 4.94 2.80 2.44
82 N 3.15 2.21 1.11
83 H 5.83 2.69 2.87
84 H 4.32 3.43 2.90
85 H 2.66 1.52 0.58
86 H 2.67 2.70 1.84

Computed properties:
**Charge**: -1
**Spin multiplicity**: 5
**LUMO energy (spin up / spin down)**: 0.87 / 0.39 eV
**Highest occupied orbital energy (spin up / spin down)**: -7.353 / -7.363 eV
**Frontier orbital gap (spin up / spin down)**: 8.219 / 7.757 eV